(1)
Formula: C31H58CaF4N2O32S4
Source: the Open Molecules 2025 dataset
Level of theory: ωB97M-V/def2-TZVPD

Its energy above the lowest of the compared OMol25 structures with the same formula, charge and spin is 0.0 kJ/mol. The calculation puts the largest force on an atom at 0.1954 hartree/bohr. The HOMO energy is -10.6 eV.

Cartesian coordinates (Å):
Ca: -23.996 -16.073 2.245
N: -23.807 -15.276 0.104
S: -24.991 -14.750 -0.661
O: -25.445 -15.547 -1.772
O: -25.406 -13.384 -0.605
F: -26.028 -15.273 0.482
S: -22.674 -14.365 -0.903
O: -22.340 -13.035 -0.450
O: -22.710 -14.702 -2.301
F: -21.454 -15.245 -0.415
N: -25.299 -17.389 3.441
S: -26.804 -17.885 3.504
O: -27.659 -17.117 4.363
O: -27.060 -19.245 3.243
F: -27.195 -17.280 2.053
S: -24.696 -18.640 4.416
O: -24.149 -19.770 3.720
O: -25.347 -18.843 5.689
F: -23.408 -17.828 4.992
C: -24.760 -11.169 -3.022
C: -24.404 -9.825 -3.653
C: -25.194 -9.555 -4.992
O: -25.620 -8.198 -4.824
C: -25.519 -7.844 -3.531
O: -25.844 -6.773 -3.124
O: -24.929 -8.815 -2.798
H: -25.666 -11.630 -3.397
H: -24.689 -11.081 -1.937
H: -23.950 -11.889 -3.184
H: -23.346 -9.679 -3.870
H: -26.018 -10.234 -5.212
H: -24.545 -9.571 -5.867
C: -25.840 -14.001 -4.516
C: -25.338 -15.026 -5.514
C: -25.045 -16.437 -4.934
O: -25.636 -17.336 -5.856
C: -26.334 -16.645 -6.764
O: -26.944 -17.107 -7.681
O: -26.311 -15.316 -6.485
H: -26.740 -14.364 -4.017
H: -26.068 -13.024 -4.937
H: -25.115 -13.905 -3.707
H: -24.469 -14.552 -5.985
H: -25.552 -16.428 -3.970
H: -23.964 -16.529 -4.869
C: -17.747 -13.999 -1.284
O: -18.791 -13.936 -2.222
C: -19.258 -15.044 -2.762
O: -19.103 -16.163 -2.366
O: -20.144 -14.777 -3.758
C: -20.098 -13.542 -4.462
H: -18.034 -14.531 -0.372
H: -17.564 -12.976 -0.962
H: -16.894 -14.511 -1.726
H: -21.085 -13.198 -4.775
H: -19.548 -13.633 -5.400
H: -19.692 -12.756 -3.830
C: -27.229 -23.556 -0.825
C: -26.053 -22.589 -0.869
O: -26.477 -21.298 -0.399
C: -25.662 -20.631 0.444
O: -24.787 -21.076 1.124
O: -25.968 -19.324 0.460
C: -26.712 -18.699 -0.580
H: -27.480 -23.614 0.236
H: -26.993 -24.561 -1.163
H: -28.024 -23.077 -1.393
H: -25.721 -22.409 -1.896
H: -25.148 -22.875 -0.333
H: -25.956 -18.381 -1.304
H: -27.322 -17.847 -0.295
H: -27.362 -19.395 -1.105
C: -28.458 -13.967 5.725
C: -27.536 -14.180 4.554
O: -26.933 -12.958 4.125
C: -25.905 -13.024 3.282
O: -25.263 -14.026 3.016
O: -25.569 -11.814 2.945
C: -24.445 -11.592 2.112
H: -29.030 -14.876 5.903
H: -29.195 -13.208 5.453
H: -27.869 -13.720 6.605
H: -28.001 -14.668 3.699
H: -26.751 -14.835 4.942
H: -23.585 -12.179 2.433
H: -24.257 -10.527 2.062
H: -24.529 -11.932 1.075
C: -29.016 -14.279 -0.629
C: -28.619 -13.994 -2.066
O: -29.572 -13.181 -2.724
C: -29.360 -11.918 -3.078
O: -30.035 -11.376 -3.926
O: -28.332 -11.389 -2.453
C: -28.035 -10.013 -2.756
H: -30.050 -14.619 -0.609
H: -28.894 -13.322 -0.121
H: -28.368 -15.039 -0.197
H: -28.584 -14.914 -2.656
H: -27.629 -13.549 -2.164
H: -27.964 -9.897 -3.840
H: -27.007 -9.823 -2.463
H: -28.707 -9.262 -2.355
C: -19.357 -12.285 2.140
C: -20.633 -13.088 2.338
O: -20.992 -12.968 3.726
C: -21.970 -13.780 4.105
O: -22.653 -14.461 3.362
O: -22.233 -13.583 5.383
C: -23.228 -14.374 6.004
H: -18.723 -12.263 3.026
H: -19.626 -11.244 1.946
H: -18.766 -12.601 1.282
H: -20.391 -14.129 2.118
H: -21.455 -12.679 1.757
H: -24.259 -14.209 5.674
H: -23.196 -14.181 7.070
H: -23.104 -15.415 5.695
C: -18.748 -7.479 3.324
C: -19.782 -8.538 3.002
O: -20.265 -8.318 1.697
C: -21.330 -8.941 1.227
O: -22.150 -9.555 1.874
O: -21.439 -8.647 -0.058
C: -22.416 -9.326 -0.819
H: -17.936 -7.285 2.625
H: -18.316 -7.767 4.284
H: -19.178 -6.483 3.459
H: -20.598 -8.624 3.720
H: -19.231 -9.485 2.985
H: -23.385 -8.832 -0.716
H: -22.532 -10.353 -0.469
H: -22.172 -9.317 -1.878

Force components x, y, z for each atom (eV/Å):
Ca -0.074 1.624 0.480
N 5.101 2.305 -1.944
S -9.922 -1.440 -0.650
O 1.232 0.827 0.318
O 1.836 0.720 -0.830
F 0.054 -0.812 0.668
S 4.218 -1.141 0.477
O -1.182 -1.418 -0.382
O -1.097 0.858 1.326
F -0.037 0.230 0.369
N 0.709 -3.157 2.698
S -5.301 2.676 -2.970
O 1.158 -0.788 0.082
O 0.691 -1.115 1.019
F 0.316 0.513 0.380
S 2.895 -1.438 2.678
O -0.629 1.795 0.149
O -0.581 0.411 -1.894
F 0.084 0.359 -1.284
C 1.905 -0.253 0.164
C -1.839 -1.002 -1.206
C 1.118 0.280 0.141
O -0.313 -0.630 -0.060
C 0.272 1.117 -0.159
O -0.117 -0.481 0.245
O 0.251 0.503 -0.058
H -0.253 0.320 0.363
H -0.707 0.130 0.043
H -0.051 -0.045 -0.470
H 0.084 0.095 0.496
H -0.245 0.148 0.443
H 0.102 -0.043 0.086
C -0.424 -0.722 0.601
C 0.352 0.505 0.368
C 0.066 1.949 0.323
O 0.464 -0.174 0.153
C -1.024 0.324 -0.854
O 0.448 0.018 0.578
O -0.325 -0.095 -0.735
H -0.095 -0.043 -0.185
H 0.171 -0.110 -0.318
H 0.181 0.142 -0.177
H 0.080 -0.475 -0.336
H 0.232 -0.805 0.097
H -0.103 -0.689 0.215
C 0.204 -0.451 0.884
O -0.031 1.027 -0.301
C -1.626 -0.556 -0.317
O 0.507 0.173 -0.031
O 0.377 -0.268 -0.043
C 0.028 0.819 -0.111
H -0.174 -0.282 -0.234
H 0.333 0.009 -0.433
H 0.175 0.285 0.144
H -0.320 -0.569 0.402
H 0.367 -0.196 0.223
H 0.175 -0.011 -0.192
C 0.651 0.927 0.923
C 0.757 -0.110 -0.772
O 0.168 0.043 0.289
C -0.604 0.197 -0.424
O -0.006 -0.170 -0.216
O -0.091 0.429 0.831
C 0.277 -0.514 -1.596
H -0.487 -0.165 -0.112
H 0.084 0.129 -0.292
H -0.260 -0.420 0.038
H -0.139 -0.108 -0.099
H -0.336 -0.280 0.327
H -0.237 0.314 -0.120
H 0.361 -0.080 0.784
H -0.009 -0.086 0.228
C -0.439 0.426 -0.740
C 0.657 -1.363 0.448
O 0.167 0.567 -0.638
C 0.066 -0.207 1.442
O -0.211 -0.756 -0.599
O -0.543 0.745 -0.472
C 1.048 -0.440 -1.054
H 0.240 -0.147 0.038
H 0.096 0.224 0.429
H -0.288 0.243 0.091
H -0.085 0.079 0.062
H 0.113 -0.090 -0.508
H 0.076 0.416 0.607
H 0.068 -0.070 0.499
H -0.918 -0.069 0.118
C 0.182 0.629 -0.666
C 0.759 -0.763 -0.136
O -0.875 0.105 -0.312
C -1.072 -0.185 -1.514
O 0.487 -0.199 0.935
O 0.888 1.189 0.938
C 0.915 -0.120 -1.166
H -0.011 0.070 0.163
H -0.218 -0.225 0.510
H 0.018 0.071 0.065
H -0.142 -0.050 0.055
H -0.031 0.061 0.350
H -0.620 0.019 -0.093
H -0.230 -0.209 0.807
H -0.279 -0.387 0.220
C -0.317 1.031 -0.102
C 1.146 0.174 -0.158
O -0.421 -0.980 0.461
C -0.490 1.758 0.580
O 0.424 -1.258 -0.415
O 0.578 0.347 -0.290
C -1.138 -1.154 -0.427
H -0.035 -0.355 0.026
H 0.050 -0.028 0.011
H -0.140 -0.298 0.031
H -0.548 -0.083 -0.071
H 0.054 -0.336 -0.246
H 0.225 0.846 -0.266
H 0.369 -0.236 -0.047
H 0.440 -0.099 0.716
C -0.368 0.861 0.860
C 0.999 -0.538 0.044
O 0.191 0.387 -1.090
C -1.107 0.501 0.639
O 0.618 -0.377 -0.118
O 0.957 0.102 -0.595
C -1.261 -0.392 0.260
H -0.124 -0.780 -0.333
H 0.142 0.121 -0.021
H -0.319 -0.143 0.123
H 0.047 0.245 0.012
H -0.318 -0.120 0.136
H 0.061 0.027 0.081
H 0.106 -0.017 -0.082
H 0.514 0.170 0.178

Here are the Mulliken charges for atoms 1 to 6, given in e: number 1, Ca, carries 2.2487; number 2, N, carries -0.1119; number 3, S, carries 0.7813; number 4, O, carries -0.1371; number 5, O, carries -0.6969; number 6, F, carries -0.3798

***

(2)
Formula: C31H58Cl24F7NO6PS
Source: the Open Molecules 2025 dataset
Level of theory: ωB97M-V/def2-TZVPD

Its energy above the lowest of the compared OMol25 structures with the same formula, charge and spin is 0.0 kJ/mol. The calculation puts the largest force on an atom at 0.1597 hartree/bohr. The charge is -1. The HOMO energy is -6.0 eV.

Cartesian coordinates (Å):
C: -0.004 2.352 -5.706
C: -0.755 1.419 -4.671
P: 0.329 0.166 -3.692
O: -0.492 0.362 -2.111
N: -0.502 1.615 -1.666
O: -1.604 1.962 -1.328
S: 2.037 1.457 -3.312
O: 1.772 2.912 -3.122
O: 2.856 1.380 -4.592
C: 3.282 0.792 -2.035
F: 4.398 1.666 -2.232
F: 3.800 -0.460 -2.376
C: 2.907 0.991 -0.512
F: 4.142 1.238 0.159
F: 2.166 2.168 -0.269
C: 2.203 -0.174 0.286
F: 0.846 0.042 0.571
F: 2.299 -1.447 -0.217
F: 2.811 -0.226 1.567
O: 0.970 -1.256 -2.896
C: 0.723 -2.432 -3.718
C: 0.596 -1.843 -5.218
O: 0.834 -0.431 -5.252
H: -0.768 2.636 -6.518
H: 0.303 3.356 -5.248
H: 0.880 1.920 -6.251
H: -1.438 2.063 -4.043
H: -1.464 0.757 -5.304
H: -0.806 -0.721 -3.930
H: -0.191 -2.924 -3.241
H: 1.614 -3.107 -3.485
H: -0.423 -2.182 -5.593
H: 1.316 -2.508 -5.806
Cl: 4.371 2.212 4.419
C: 4.674 2.392 2.670
C: 5.799 3.363 2.383
Cl: 5.358 5.044 2.782
H: 3.743 2.704 2.197
H: 4.933 1.404 2.291
H: 6.041 3.345 1.319
H: 6.701 3.109 2.941
Cl: -0.775 4.455 3.489
C: -0.454 4.418 1.734
C: 0.453 5.548 1.296
Cl: -0.343 7.139 1.415
H: -1.411 4.447 1.214
H: 0.021 3.459 1.520
H: 0.732 5.412 0.249
H: 1.368 5.582 1.889
Cl: 2.943 -0.508 8.325
C: 2.429 0.954 7.447
C: 2.056 2.084 8.383
Cl: 0.557 1.735 9.281
H: 1.596 0.683 6.797
H: 3.265 1.255 6.815
H: 1.876 2.995 7.811
H: 2.847 2.288 9.106
Cl: -3.318 -0.459 -2.961
C: -4.715 0.064 -1.993
C: -5.057 -0.932 -0.908
Cl: -5.710 -2.458 -1.560
H: -5.556 0.228 -2.669
H: -4.447 1.023 -1.545
H: -5.825 -0.518 -0.251
H: -4.183 -1.172 -0.300
Cl: -4.459 0.425 8.487
C: -3.022 0.873 7.531
C: -3.333 1.913 6.477
Cl: -4.356 1.266 5.172
H: -2.615 -0.037 7.088
H: -2.286 1.270 8.232
H: -2.407 2.252 6.011
H: -3.836 2.781 6.904
Cl: 0.544 8.329 -4.827
C: 1.316 7.828 -3.300
C: 1.392 6.322 -3.164
Cl: -0.213 5.586 -2.937
H: 0.761 8.278 -2.477
H: 2.323 8.250 -3.303
H: 1.987 6.059 -2.287
H: 1.854 5.861 -4.038
Cl: 5.999 -2.069 2.226
C: 6.300 -1.894 0.478
C: 7.429 -0.927 0.189
Cl: 6.990 0.753 0.585
H: 5.370 -1.579 0.003
H: 6.557 -2.885 0.100
H: 7.672 -0.949 -0.875
H: 8.329 -1.183 0.749
Cl: -3.889 0.721 -5.788
C: -5.651 0.481 -5.755
C: -6.233 0.316 -7.144
Cl: -6.160 1.825 -8.088
H: -6.099 1.327 -5.231
H: -5.836 -0.421 -5.167
H: -7.287 0.039 -7.073
H: -5.714 -0.460 -7.706
Cl: 10.445 -2.305 0.346
C: 10.242 -3.456 1.691
C: 10.854 -2.945 2.978
Cl: 12.633 -2.891 2.901
H: 10.678 -4.409 1.390
H: 9.168 -3.600 1.824
H: 10.593 -3.611 3.801
H: 10.495 -1.945 3.223
Cl: -4.392 -5.756 -3.286
C: -6.153 -6.014 -3.217
C: -6.758 -6.199 -4.593
Cl: -6.720 -4.699 -5.553
H: -6.599 -5.169 -2.691
H: -6.315 -6.911 -2.618
H: -7.807 -6.488 -4.499
H: -6.241 -6.975 -5.157
Cl: -2.582 -5.827 -0.190
C: -3.641 -5.771 1.241
C: -4.822 -6.707 1.111
Cl: -5.956 -6.143 -0.141
H: -3.969 -4.742 1.382
H: -3.027 -6.055 2.098
H: -5.375 -6.746 2.051
H: -4.510 -7.722 0.861
Cl: -7.242 -3.848 5.750
C: -5.967 -2.603 5.758
C: -5.563 -2.189 4.359
Cl: -4.702 -3.489 3.497
H: -5.118 -2.992 6.322
H: -6.368 -1.743 6.297
H: -4.883 -1.337 4.405
H: -6.428 -1.900 3.761

Force components x, y, z for each atom (eV/Å):
C -0.783 1.393 -0.578
C 0.095 1.437 -1.159
P -5.841 -5.381 -2.085
O 0.581 1.183 0.261
N -1.139 0.595 0.161
O 0.764 -0.146 0.367
S 3.321 3.920 -4.995
O -0.099 -2.621 1.493
O -1.477 -1.122 3.223
C 2.648 0.706 -0.479
F -2.118 -1.280 0.398
F -1.440 2.001 1.155
C 1.038 1.553 1.394
F -2.213 -0.798 -1.343
F 1.231 -2.357 -0.890
C -1.616 -2.028 2.879
F 2.864 -0.014 -1.095
F 0.194 2.511 0.374
F -0.958 0.159 -2.289
O 1.302 0.596 -0.638
C 0.521 1.301 1.561
C 0.094 -2.329 0.140
O 0.743 -1.816 0.771
H 0.986 -0.399 1.046
H -0.263 -1.531 -0.470
H -0.934 0.141 0.882
H 0.880 -0.698 -0.416
H 1.616 0.682 1.382
H -0.038 0.600 0.524
H 0.866 0.521 -1.261
H -1.067 0.740 -0.900
H 0.916 1.055 0.305
H -0.464 1.633 0.300
Cl -0.014 0.065 0.145
C 0.083 -0.040 -0.278
C 0.034 -0.261 -0.052
Cl -0.018 0.088 0.055
H 0.112 0.033 0.152
H 0.019 0.162 0.164
H -0.139 -0.019 0.056
H -0.148 0.044 0.017
Cl -0.042 0.032 0.144
C 0.090 -0.061 -0.379
C 0.150 -0.235 -0.076
Cl 0.008 0.041 0.040
H 0.099 0.051 0.092
H 0.014 0.106 -0.006
H -0.159 -0.071 0.042
H -0.152 0.032 0.035
Cl -0.036 -0.027 0.039
C -0.010 0.182 -0.124
C 0.215 0.096 -0.240
Cl -0.074 -0.019 0.109
H 0.054 -0.002 0.129
H -0.040 0.025 0.097
H -0.012 -0.124 -0.031
H -0.124 -0.140 -0.019
Cl -0.238 -0.302 0.465
C 0.113 0.036 -0.085
C -0.003 0.299 0.215
Cl 0.001 -0.081 -0.043
H 0.013 -0.100 0.091
H 0.051 -0.113 0.064
H 0.010 -0.013 -0.095
H -0.030 -0.030 -0.185
Cl -0.078 -0.060 -0.023
C 0.257 0.107 -0.060
C 0.234 0.116 0.162
Cl -0.110 0.005 -0.035
H -0.117 0.083 0.011
H -0.088 0.015 -0.087
H -0.040 -0.092 0.028
H -0.036 -0.163 -0.034
Cl -0.049 0.040 -0.028
C 0.158 -0.074 0.236
C 0.127 -0.007 -0.023
Cl -0.052 0.058 0.023
H -0.043 -0.096 -0.125
H -0.048 -0.095 -0.048
H -0.034 0.055 -0.058
H -0.115 0.021 0.079
Cl 0.013 0.033 0.075
C 0.009 0.041 -0.300
C -0.006 -0.203 0.029
Cl 0.257 -0.008 0.034
H 0.073 0.019 0.111
H 0.047 0.093 0.024
H -0.086 -0.010 0.065
H -0.359 0.174 -0.066
Cl -0.340 0.278 -0.537
C 0.010 -0.091 0.029
C -0.114 -0.223 0.163
Cl 0.012 0.032 -0.047
H 0.059 -0.010 -0.143
H 0.024 -0.019 -0.107
H 0.067 0.064 0.044
H 0.049 0.153 0.080
Cl 0.374 -0.165 -0.061
C -0.112 -0.152 0.175
C -0.213 -0.018 0.056
Cl 0.028 0.028 -0.022
H 0.048 0.157 0.007
H 0.060 0.086 0.069
H 0.004 -0.008 -0.123
H 0.076 -0.080 -0.112
Cl -0.129 0.022 -0.127
C -0.055 -0.094 -0.198
C -0.054 -0.156 0.143
Cl 0.017 0.025 -0.055
H 0.075 -0.010 -0.143
H -0.010 0.030 -0.171
H 0.066 0.073 0.057
H 0.042 0.157 0.061
Cl 0.004 0.009 0.048
C 0.023 -0.042 0.137
C 0.124 -0.034 0.265
Cl -0.055 -0.085 0.277
H 0.023 -0.127 -0.195
H -0.100 -0.057 -0.044
H 0.054 0.127 -0.054
H 0.007 0.158 -0.111
Cl -0.008 -0.075 -0.005
C 0.135 0.243 0.019
C -0.072 0.250 0.120
Cl -0.047 -0.005 0.046
H -0.088 -0.031 -0.120
H 0.038 -0.021 -0.112
H -0.035 -0.147 0.091
H 0.057 -0.160 0.058

Here are the Mulliken charges for atoms 1 to 6, given in e: number 1, C, carries -0.8515; number 2, C, carries 0.4145; number 3, P, carries 0.7622; number 4, O, carries -0.0020; number 5, N, carries 0.0235; number 6, O, carries -0.4751